Model one:
{"formula": "C3H14NO2", "method": "ωB97M-V/def2-TZVPD", "charge": 1, "gap_ev": 12.43, "species": ["C", "C", "C", "N", "H", "H", "H", "H", "H", "H", "H", "H", "H", "H", "H", "H", "O", "H", "H", "O"], "positions_angstrom": [[1.41028, 2.03279, 1.12753], [0.06921, 1.45320, 0.53666], [0.33992, 0.80168, -0.86514], [-0.52138, 0.35641, 1.53862], [1.03312, 2.43969, 2.26592], [2.15007, 1.15544, 1.24902], [1.71766, 2.82402, 0.43772], [-0.76610, 2.10158, 0.54675], [1.29301, 0.24822, -0.95809], [0.41957, 1.64589, -1.60582], [-0.55415, 0.25989, -1.18296], [0.00348, 0.24521, 2.42626], [-1.43051, 0.65265, 1.76649], [-0.48107, -0.54617, 0.97102], [-0.78040, -2.15600, -3.23779], [-1.57280, -3.24686, -2.79994], [-0.78580, -2.74887, -2.49709], [-0.76455, -3.05256, 0.60798], [-0.47729, -2.22129, -0.65323], [-0.30226, -2.24491, 0.32610]]}



Model two:
{"formula": "C3H14NO2", "method": "ωB97M-V/def2-TZVPD", "charge": 1, "gap_ev": 13.11, "species": ["C", "C", "N", "C", "H", "H", "H", "H", "H", "H", "H", "H", "H", "H", "H", "H", "O", "H", "H", "O"], "positions_angstrom": [[-1.25078, -1.42331, 1.18990], [-1.06285, -1.16647, -0.27881], [-0.04034, -0.11154, -0.52408], [-0.04143, 0.42828, -1.92360], [-0.40981, -1.89271, 1.71079], [-2.04571, -2.15597, 1.33331], [-1.58657, -0.53319, 1.72444], [-1.98087, -0.95188, -0.82105], [-0.74130, -2.07656, -0.79332], [-0.21121, 0.65309, 0.14157], [0.88360, -0.45989, -0.24029], [-0.51741, 1.40345, -1.94844], [0.99592, 0.60535, -2.20893], [-0.55880, -0.27814, -2.54947], [3.07277, 0.83508, 0.82063], [3.39724, -0.32101, -0.12290], [2.66062, 0.11983, 0.31498], [-0.57622, 3.11108, 1.21898], [0.21931, 1.97781, 1.88984], [-0.20617, 2.23671, 1.06646]]}



Most stable structure: model two



Model one:
{"formula": "C7H8O", "method": "ωB97M-V/def2-TZVPD", "gap_ev": 9.16, "smiles": "O=CC1=CCCC=C1", "species": ["O", "C", "C", "C", "C", "C", "C", "C", "H", "H", "H", "H", "H", "H", "H", "H"], "positions_angstrom": [[3.28580, 0.48887, 0.08695], [2.52164, -0.41480, 0.02895], [1.08023, -0.21907, -0.09489], [0.17514, -1.20818, -0.00637], [-1.29921, -0.99526, -0.14031], [-1.67186, 0.46573, 0.22873], [-0.66629, 1.53236, -0.06630], [0.63756, 1.25726, -0.17129], [2.88534, -1.52002, 0.08873], [0.55495, -2.22216, 0.16636], [-1.56957, -1.22343, -1.24496], [-1.94034, -1.65043, 0.47086], [-2.59670, 0.70084, -0.22505], [-1.85943, 0.53042, 1.27408], [-1.05316, 2.56340, -0.09860], [1.51593, 1.91445, -0.29687]]}



Model two:
{"formula": "C7H8O", "method": "ωB97M-V/def2-TZVPD", "gap_ev": [6.60, 6.61], "species": ["C", "C", "C", "O", "C", "C", "C", "C", "H", "H", "H", "H", "H", "H", "H", "H"], "positions_angstrom": [[-0.53217, -0.06538, -0.15197], [-0.87397, 0.46361, 1.22185], [-1.02164, 0.76511, -1.30576], [-0.77781, -1.39631, -0.35602], [0.05306, -2.29958, 0.21665], [1.34575, -0.29212, -0.04189], [1.28296, -1.80209, 0.38178], [2.08708, 0.66985, -0.23908], [-0.51868, -0.20169, 2.00425], [-0.43988, 1.45255, 1.35880], [-1.96203, 0.54953, 1.28928], [-0.64118, 0.37607, -2.24903], [-2.11512, 0.72461, -1.32914], [-0.72238, 1.80481, -1.18176], [2.13971, -2.26062, 0.84101], [2.69630, 1.51166, -0.45895]]}



Model three:
{"formula": "C7H8O", "method": "ωB97M-V/def2-TZVPD", "gap_ev": 9.38, "smiles": "C=CCc1ccco1", "species": ["C", "C", "C", "C", "C", "C", "C", "O", "H", "H", "H", "H", "H", "H", "H", "H"], "positions_angstrom": [[-1.73732, -0.89690, 1.11654], [-1.91771, 0.40310, 0.92205], [-0.91100, 1.25974, 0.21303], [0.40931, 0.65116, -0.38107], [0.66576, -0.12584, -1.45044], [1.84587, -0.83118, -1.41951], [2.24726, -0.59426, -0.03269], [1.34677, 0.47431, 0.50405], [-2.46252, -1.60552, 1.48727], [-0.80293, -1.62664, 1.21009], [-2.61990, 0.95550, 1.37136], [-1.39934, 1.88801, -0.50339], [-0.46024, 1.95649, 1.11763], [0.36024, 0.19865, -2.39759], [2.29771, -1.27184, -2.23632], [3.13804, -0.83479, 0.47900]]}



Most stable structure: model one



Model one:
{"formula": "C2H2N2O2", "method": "ωB97M-V/def2-TZVPD", "gap_ev": 11.08, "smiles": "C#[N+][O-].N=C=O", "species": ["C", "N", "O", "H", "N", "C", "O", "H"], "positions_angstrom": [[-3.21820, -0.54123, -0.24665], [-2.25380, 0.10745, -0.24693], [-1.12581, 0.49108, -0.26789], [-4.18617, -0.53332, 0.11467], [2.41022, 0.83262, 0.34740], [3.06448, -0.11229, 0.00171], [3.85509, -0.85477, -0.44916], [1.45419, 0.61047, 0.74684]]}



Model two:
{"formula": "C2H2N2O2", "method": "ωB97M-V/def2-TZVPD", "gap_ev": 10.01, "species": ["O", "C", "N", "O", "C", "N", "H", "H"], "positions_angstrom": [[1.50706, 0.00232, 0.74471], [0.50962, -0.68582, 0.24620], [0.19823, -1.57353, -0.58621], [-0.71550, -0.81861, 0.65622], [-1.28351, 1.20568, -0.59129], [-0.22164, 1.40259, -0.99826], [2.28147, -0.57830, 0.75667], [-2.27573, 1.04566, -0.22802]]}



Most stable structure: model one



Model one:
{"formula": "C2H2N2O2", "method": "ωB97M-V/def2-TZVPD", "gap_ev": 9.75, "species": ["C", "C", "H", "H", "N", "N", "O", "O"], "positions_angstrom": [[0.32682, 0.24802, -0.16479], [1.90303, -0.05655, -0.03462], [-1.87290, 1.19278, 0.55344], [-0.83434, -1.80589, -0.40727], [-0.60563, -0.66794, -0.00913], [3.08104, -0.10807, 0.10026], [-1.93764, -0.14939, 0.06656], [-0.06038, 1.34703, -0.10445]]}



Model two:
{"formula": "C2H2N2O2", "method": "ωB97M-V/def2-TZVPD", "gap_ev": 9.62, "species": ["C", "C", "N", "N", "O", "O", "H", "H"], "positions_angstrom": [[-0.22688, 0.76703, 0.34933], [-0.59704, -1.05679, -1.54700], [-1.12167, -0.06257, -1.22888], [0.54272, 0.23867, 1.37311], [-0.56658, 1.88959, 0.19865], [-0.14219, -2.07134, -1.80015], [1.15467, 0.96494, 1.59183], [0.95697, -0.66953, 1.06312]]}



Most stable structure: model two



Model one:
{"formula": "C4H14N3O", "method": "ωB97M-V/def2-TZVPD", "charge": 1, "gap_ev": 9.44, "species": ["C", "C", "C", "C", "N", "N", "N", "H", "H", "H", "H", "H", "H", "H", "H", "H", "H", "H", "H", "H", "H", "O"], "positions_angstrom": [[0.98473, -0.04530, 1.50651], [0.86615, 0.77095, 0.18255], [-0.11218, 0.07944, -0.80248], [0.15840, -0.82227, -1.88908], [-0.89977, -1.45120, -2.70203], [-1.50958, 0.35637, -0.85488], [1.94423, -1.19475, 1.48956], [-0.01485, -0.37295, 1.67199], [1.11337, 0.64926, 2.36386], [1.98122, 0.57439, -0.23620], [0.89788, 1.91842, 0.34537], [1.04931, -1.31405, -2.06595], [-1.67713, -1.53848, -2.07584], [-1.04837, -0.72532, -3.52187], [-0.53849, -2.43171, -3.04768], [-1.71587, 1.43182, -0.84016], [-1.75357, 0.27481, 0.24086], [2.89028, -0.90598, 1.33046], [1.91732, -1.48452, 2.51307], [-1.33802, 1.49858, 2.60966], [-1.73974, 2.80526, 1.97354], [-1.45532, 1.92724, 1.80874]]}



Model two:
{"formula": "C4H14N3O", "method": "ωB97M-V/def2-TZVPD", "charge": 1, "gap_ev": 11.33, "species": ["C", "O", "H", "H", "H", "H", "C", "C", "C", "N", "N", "N", "H", "H", "H", "H", "H", "H", "H", "H", "H", "H"], "positions_angstrom": [[-1.57355, -1.67514, -1.88895], [-0.89282, -1.99663, -0.65824], [-0.66496, -2.92739, -0.55406], [-2.21073, -2.50091, -2.26799], [-0.81104, -1.35062, -2.60204], [-2.21801, -0.86485, -1.51463], [-0.97806, 1.08522, 0.53005], [-0.99226, 2.08459, 1.70759], [1.24346, 0.22437, 0.26858], [0.02048, 0.02484, 0.76760], [1.94162, 1.35673, 0.17218], [1.69196, -0.84570, -0.48777], [-1.86900, 0.43271, 0.61987], [-1.06150, 1.47706, -0.44181], [-0.89079, 3.14092, 1.47350], [-0.28696, 1.87918, 2.50791], [-0.42477, -0.97623, 0.72764], [1.45343, 2.16379, 0.52604], [2.77970, 1.40054, -0.36907], [0.95081, -1.43827, -0.81693], [2.55915, -0.82058, -0.99034], [-1.89139, 1.82221, 2.25819]]}



Most stable structure: model two



Model one:
{"formula": "C3H13N3O", "method": "ωB97M-V/def2-TZVPD", "gap_ev": 9.11, "species": ["C", "C", "N", "N", "N", "H", "H", "H", "H", "H", "H", "H", "H", "H", "C", "O", "H", "H", "H", "H"], "positions_angstrom": [[1.73063, -0.89275, -1.24104], [1.48317, 0.41410, 0.83149], [0.86573, -0.13759, -0.35775], [-0.03421, 1.19961, -1.42204], [-1.09659, 1.58488, -0.78262], [0.72559, 1.88934, -1.37039], [-0.95742, 2.30434, -0.06302], [-1.62593, 0.51777, -0.38083], [1.14945, -1.20849, -2.10485], [0.75964, 1.06405, 1.32984], [2.56247, -0.27011, -1.58219], [2.14555, -1.77440, -0.73990], [1.77542, -0.36925, 1.53999], [2.37226, 0.99497, 0.57086], [-2.37364, -0.94126, 1.20967], [-1.65226, -0.70244, 0.03633], [-0.07407, -0.62116, -0.12774], [-2.17648, -1.95359, 1.58780], [-2.12121, -0.23553, 2.02151], [-3.45810, -0.86249, 1.04488]]}



Model two:
{"formula": "C3H13N3O", "method": "ωB97M-V/def2-TZVPD", "gap_ev": 8.90, "smiles": "C=N.CNO.CN", "species": ["C", "N", "H", "H", "H", "C", "N", "O", "H", "H", "H", "H", "H", "C", "N", "H", "H", "H", "H", "H"], "positions_angstrom": [[-0.87881, -2.14768, 0.40789], [-1.23430, -1.81369, -0.79377], [0.07217, -2.60959, 0.68056], [-1.67179, -2.23502, 1.14532], [-0.52576, -2.04471, -1.49957], [0.10534, 1.33085, -2.10448], [0.99676, 1.76408, -1.04759], [1.95682, 0.76529, -0.74058], [-0.60418, 2.13440, -2.29249], [-0.44178, 0.45162, -1.76060], [0.62610, 1.08212, -3.04248], [1.51220, 2.59737, -1.33371], [2.37167, 0.44227, -1.55945], [-0.38332, 0.05057, 2.57624], [-0.27254, -0.26571, 1.16252], [-1.38408, -0.20532, 2.92557], [-0.18375, 1.10555, 2.80177], [0.33305, -0.55273, 3.13402], [-1.02454, 0.14720, 0.55758], [0.63073, 0.00315, 0.78325]]}



Most stable structure: model two